[1]
Density functional theory data (ωB97M-V/def2-TZVPD) for a 4-piece molecular cluster, C18H47N3O7 overall at a distorted geometry.

Results
gap between HOMO and LUMO	9.6	eV
SMILES string	COCCNCCOC.COCCNCCOC.COCCNCCOC.O
total charge	0
relative energy (zero: lowest compared OMol25 entry of this formula, charge and spin)	114.53	kcal/mol
lowest unoccupied orbital energy	0.804	eV

Cartesian coordinates (Å):
O -0.6109 -0.1201 -2.8194
H 0.2206 -0.0598 -3.3253
H -0.7504 0.7762 -2.4770
C -2.6021 -1.9302 -1.3700
O -3.3023 -2.7362 -0.4618
C -4.5147 -3.1801 -1.0113
C -5.1667 -4.2568 -0.1674
N -5.4637 -3.8597 1.2002
C -5.7842 -5.0569 2.0006
C -5.9728 -4.6546 3.4567
O -4.7044 -4.3669 4.0079
C -4.6866 -4.5393 5.4053
H -1.7026 -1.4968 -0.9381
H -3.2087 -1.1509 -1.8407
H -2.1797 -2.5217 -2.1960
H -4.3998 -3.5525 -2.0395
H -5.2046 -2.3313 -1.1474
H -4.5359 -5.1511 -0.2785
H -6.0971 -4.4755 -0.7005
H -4.5994 -3.5105 1.6125
H -4.9799 -5.7996 1.9198
H -6.6862 -5.5266 1.6007
H -6.4852 -5.4876 3.9540
H -6.6323 -3.7877 3.5478
H -4.9134 -5.5844 5.6657
H -5.3579 -3.8466 5.9181
H -3.6575 -4.4412 5.7584
C 1.5347 -0.5512 0.0872
O 2.3089 0.4522 0.6981
C 1.6408 1.6871 0.7701
C 2.7000 2.7472 0.9988
N 3.3695 2.5810 2.3099
C 4.6143 3.2944 2.3853
C 5.4025 2.9841 3.6355
O 6.1200 1.7850 3.4746
C 6.9400 1.5564 4.5981
H 1.6452 -0.4435 -1.0010
H 0.4606 -0.4931 0.2860
H 1.8803 -1.5601 0.3092
H 0.9289 1.6730 1.6049
H 1.0723 2.0118 -0.1078
H 2.2608 3.7461 0.9334
H 3.4187 2.6339 0.1755
H 3.5327 1.5738 2.2711
H 4.4475 4.3745 2.3920
H 5.3434 3.0916 1.5825
H 4.7629 2.9689 4.5334
H 6.0410 3.8352 3.9205
H 7.3384 0.5411 4.6307
H 6.4005 1.6806 5.5422
H 7.8054 2.2267 4.5343
C -2.2926 2.5732 -1.9011
O -0.8694 2.6149 -2.0501
C -0.4456 3.8279 -2.6215
C 1.0915 3.9282 -2.4952
N 1.8046 2.6778 -2.7833
C 1.7771 2.3254 -4.1991
C 2.5362 1.0384 -4.5106
O 1.9816 -0.1374 -3.9451
C 2.9625 -1.0461 -3.5062
H -2.5728 3.3732 -1.2178
H -2.4987 1.6165 -1.4150
H -2.8458 2.5376 -2.8401
H -0.7543 3.8876 -3.6729
H -0.8815 4.7017 -2.1224
H 1.4711 4.6638 -3.2065
H 1.3040 4.2516 -1.4752
H 1.2651 1.9386 -2.3327
H 0.7692 2.2164 -4.6241
H 2.2798 3.1106 -4.7713
H 2.4632 0.9573 -5.6080
H 3.6173 1.0726 -4.3572
H 2.5914 -2.0427 -3.2883
H 3.5118 -0.6939 -2.6261
H 3.7435 -1.1414 -4.2697

Atom charges from the Löwdin analysis, given in e for atoms 1 to 6: -0.060, 0.010, -0.004, -0.136, -0.171, -0.258

***

[2]
Density functional theory data (ωB97M-V/def2-TZVPD) for the molecule C4H8O2.

Results
gap between HOMO and LUMO	8.9	eV
total charge	0
relative energy (zero: lowest compared OMol25 entry of this formula, charge and spin)	111.89	kcal/mol
lowest unoccupied orbital energy	0.420	eV

Cartesian coordinates (Å):
C 1.8643 0.3950 -0.3029
C 1.1343 -0.8065 0.1767
O -0.2200 -0.3525 1.5290
C -0.3602 -0.7534 0.1367
C -1.1947 0.2965 -0.5722
O -2.5442 0.2403 -0.1515
H 1.3195 1.3436 -0.3852
H 2.1527 0.0928 -1.3267
H 2.8036 0.5502 0.2390
H 0.4063 -1.0427 1.8585
H -0.8592 -1.7281 0.0536
H -1.1952 0.0927 -1.6494
H -0.7688 1.2966 -0.4125
H -2.5384 0.3754 0.8068

Atom charges from the natural (NBO) analysis, given in e for atoms 1 to 6: -0.754, 0.066, -0.658, -0.064, -0.092, -0.707

***

[3]
Density functional theory data (ωB97M-V/def2-TZVPD) for C5F15KN2O11S5 as an isolated structure at a distorted geometry.

Results
gap between HOMO and LUMO	5.9	eV
total charge	-2
relative energy (zero: lowest compared OMol25 entry of this formula, charge and spin)	121.87	kcal/mol
lowest unoccupied orbital energy	1.245	eV

Cartesian coordinates (Å):
K 0.0800 0.3793 1.1371
C -7.1776 -4.3919 5.3147
F -6.2466 -5.2724 5.3357
F -8.4657 -4.9321 5.1356
F -7.0713 -3.7923 6.5059
S -6.6880 -3.0968 3.8831
O -5.2742 -2.7137 4.0938
O -6.9591 -3.8023 2.6372
O -7.6281 -1.9598 3.9740
C 6.6193 1.2064 2.5845
F 6.7651 0.0054 3.2593
F 7.7746 1.8600 2.6500
F 6.2453 0.9888 1.2936
S 5.2737 2.1603 3.7312
O 4.4930 1.0836 4.4129
O 6.0955 2.9865 4.7020
N 4.3706 3.0896 2.5834
S 5.1925 4.4153 2.4150
O 5.0820 5.4176 3.4421
O 6.5195 4.1842 1.8678
C 4.1332 5.1361 0.8908
F 4.4861 6.4150 0.6258
F 4.2098 4.2969 -0.1667
F 2.8618 5.1231 1.1305
C -3.3537 0.3595 -5.4976
F -3.8317 1.5251 -5.9305
F -3.7961 0.2956 -4.2456
F -3.8723 -0.5869 -6.2646
S -1.4465 0.3255 -5.5237
O -1.1293 -0.1714 -6.8703
O -0.9828 1.6919 -5.3035
N -1.0831 -0.8453 -4.1898
S -0.7953 -2.1486 -5.0296
O -1.8731 -2.6011 -5.9064
O 0.5597 -2.1896 -5.5533
C -0.7678 -3.3921 -3.6010
F -0.4362 -4.6331 -3.9646
F 0.0497 -3.0230 -2.5847
F -1.9325 -3.3932 -2.9745

Atom charges from the natural (NBO) analysis, given in e for atoms 1 to 6: 0.996, 0.737, -0.314, -0.351, -0.340, 2.260

***

[4]
Density functional theory data (ωB97M-V/def2-TZVPD) for a 10-piece molecular cluster, C48H126N8O11 overall at a distorted geometry.

Results
spin multiplicity	2
gap between HOMO and LUMO (alpha / beta)	2.5 / 6.5	eV
total charge	+5
lowest unoccupied orbital energy (alpha / beta)	-8.907 / -9.055	eV

Cartesian coordinates (Å):
C -5.0829 -14.3031 -3.5290
C -4.3290 -12.9423 -3.9193
C -3.1555 -12.9876 -4.9323
O -5.2401 -11.9343 -4.0615
H -5.8610 -14.5797 -4.2404
H -5.6556 -14.1193 -2.6200
H -4.4314 -15.1740 -3.4566
H -3.8383 -12.7198 -2.9718
H -3.4386 -13.4789 -5.8632
H -2.3856 -13.6909 -4.6151
H -2.8004 -12.0070 -5.2494
C -5.5486 -18.5488 -9.1586
C -5.2027 -16.9901 -9.3431
C -3.7111 -16.6347 -8.8381
N -3.1195 -15.1844 -9.0370
C -2.0327 -14.9424 -7.9980
C -0.8280 -15.8070 -8.2352
C -0.1687 -15.5997 -9.5755
C -1.2750 -15.9332 -10.6962
C -2.5295 -15.0189 -10.4763
C -4.1838 -14.1093 -8.6805
H -4.8854 -19.1446 -9.7858
H -6.5457 -18.9000 -9.4242
H -5.4512 -18.7194 -8.0864
H -6.0173 -16.3700 -8.9689
H -5.1947 -16.8456 -10.4234
H -3.0310 -17.4285 -9.1469
H -3.8024 -16.7470 -7.7577
H -2.3894 -15.0555 -6.9743
H -1.7325 -13.9519 -8.3400
H -0.8236 -16.8758 -8.0211
H -0.1678 -15.4616 -7.4396
H 0.6402 -16.3154 -9.7223
H 0.2689 -14.6071 -9.6821
H -1.4186 -17.0010 -10.8607
H -0.8222 -15.5902 -11.6265
H -3.3786 -15.1054 -11.1543
H -2.3771 -13.9492 -10.6202
H -4.9280 -14.2607 -9.4624
H -3.9067 -13.0712 -8.4971
H -4.6583 -14.4258 -7.7516
C -3.5780 -7.6037 -2.4664
N -2.6115 -8.7058 -3.0323
C -2.7456 -10.0894 -2.2394
C -2.9444 -8.9271 -4.5215
C -1.1877 -8.1099 -2.8149
C 0.0375 -9.0453 -2.8611
O 0.1239 -9.5936 -4.1532
H -3.3217 -6.5886 -2.7696
H -3.5344 -7.5690 -1.3778
H -4.6430 -7.8088 -2.5745
H -2.0316 -10.7493 -2.7323
H -3.7909 -10.3423 -2.4167
H -2.5660 -9.8804 -1.1848
H -2.2452 -9.6914 -4.8607
H -2.8626 -7.9554 -5.0087
H -3.9102 -9.4323 -4.5295
H -1.2639 -7.7679 -1.7827
H -1.1351 -7.2273 -3.4523
H -0.0601 -9.7691 -2.0519
H 1.0161 -8.6204 -2.6377
H 0.8096 -10.2564 -4.2629
C -2.0919 -20.5009 -4.9795
N -1.5392 -19.0686 -4.7122
C -1.5318 -18.7837 -3.1934
C -0.0592 -19.0191 -5.3250
C -2.2859 -17.8631 -5.4175
C -3.7915 -17.6600 -5.1462
O -4.6083 -18.7867 -5.4746
H -1.2968 -21.2166 -4.7701
H -2.2613 -20.5519 -6.0551
H -2.9998 -20.5835 -4.3820
H -1.1053 -17.8063 -2.9676
H -0.9260 -19.5324 -2.6831
H -2.5584 -18.8690 -2.8371
H 0.6008 -19.8532 -5.0871
H 0.4740 -18.0685 -5.3192
H -0.1881 -19.0176 -6.4074
H -2.2179 -18.1635 -6.4631
H -1.7450 -16.9634 -5.1243
H -4.2333 -16.7208 -5.4789
H -3.8558 -17.4344 -4.0818
H -5.5471 -18.5911 -5.4297
C -11.2566 -12.7806 -3.4293
N -10.9981 -12.5031 -4.9302
C -12.4076 -12.9542 -5.4305
C -10.8676 -10.9788 -5.0198
C -9.8446 -13.3808 -5.5317
C -8.4400 -12.8226 -5.5053
O -7.9979 -12.6834 -4.1610
H -11.4793 -13.8380 -3.2868
H -12.1045 -12.1410 -3.1840
H -10.3752 -12.4904 -2.8574
H -12.4244 -12.8408 -6.5145
H -13.2127 -12.2480 -5.2277
H -12.7179 -13.9602 -5.1481
H -9.8557 -10.6499 -4.7830
H -11.5785 -10.5167 -4.3348
H -11.0057 -10.8325 -6.0910
H -10.1980 -13.6866 -6.5164
H -9.9130 -14.3401 -5.0188
H -8.1984 -12.0178 -6.1997
H -7.9255 -13.5941 -6.0781
H -7.0476 -12.5490 -4.1827
C -9.6271 -18.0363 -0.7875
N -8.9394 -16.6084 -0.9712
C -7.5172 -16.8469 -1.4703
C -9.6164 -15.7880 -2.1612
C -9.0651 -15.9619 0.3316
C -8.5973 -14.4984 0.5382
O -9.4100 -13.6007 -0.1858
H -9.1566 -18.5716 0.0373
H -9.6326 -18.5178 -1.7653
H -10.6989 -17.8388 -0.7686
H -7.5271 -17.2400 -2.4869
H -7.1109 -17.5050 -0.7022
H -6.9684 -15.9054 -1.4492
H -9.5430 -16.3934 -3.0646
H -9.0705 -14.8759 -2.4022
H -10.6498 -15.5590 -1.9009
H -8.4605 -16.4545 1.0931
H -10.1448 -15.9583 0.4810
H -7.5422 -14.4753 0.2656
H -8.6101 -14.2538 1.6003
H -9.7808 -12.9868 0.4523
C -0.3132 -13.7871 -1.0960
N -1.2457 -14.4911 -0.1442
C -2.7107 -14.5758 -0.7624
C -0.7603 -15.9367 -0.0148
C -1.2246 -13.8130 1.3057
C -1.6137 -12.3075 1.3196
O -2.9635 -12.0458 1.0268
H 0.6108 -13.7559 -0.5186
H -0.7805 -12.8872 -1.4956
H -0.1887 -14.5030 -1.9084
H -3.0535 -13.5427 -0.8188
H -3.3704 -15.0061 -0.0089
H -2.7000 -15.1103 -1.7123
H 0.2756 -15.9732 0.3222
H -0.9187 -16.4338 -0.9718
H -1.3600 -16.3656 0.7880
H -0.1858 -13.9201 1.6181
H -1.9967 -14.3732 1.8330
H -1.1301 -11.8905 0.4362
H -1.2061 -11.6625 2.0980
H -3.3159 -11.5145 1.7446
C -7.3869 -11.3250 -1.0661
N -7.1884 -9.8358 -0.8142
C -5.8391 -9.4148 -0.2379
C -7.1707 -9.1666 -2.2113
C -8.3456 -9.1625 -0.0508
C -9.8487 -9.4641 -0.4639
O -10.2336 -9.1346 -1.7675
H -6.5578 -11.8485 -1.5422
H -8.2823 -11.6121 -1.6175
H -7.4675 -11.8826 -0.1331
H -5.8504 -8.3383 -0.0670
H -4.9989 -9.6254 -0.8996
H -5.6486 -9.9163 0.7109
H -6.2462 -9.4636 -2.7066
H -7.5167 -8.1456 -2.3724
H -7.9495 -9.6328 -2.8148
H -8.1414 -8.0918 -0.0489
H -8.1497 -9.4017 0.9945
H -10.5487 -8.8259 0.0753
H -10.1060 -10.5134 -0.3199
H -11.1625 -9.3389 -1.8978
C -7.9976 -8.4308 -8.4854
N -6.5145 -8.8868 -8.9369
C -6.4741 -8.8704 -10.4295
C -5.3966 -8.0147 -8.3246
C -6.3006 -10.4244 -8.5538
C -5.6853 -10.7296 -7.2184
O -6.2727 -10.1110 -6.0780
H -8.6136 -9.1326 -9.0477
H -8.1094 -7.3561 -8.6293
H -7.8902 -8.6248 -7.4182
H -7.1707 -9.6001 -10.8422
H -5.4105 -8.9870 -10.6376
H -6.7621 -7.8910 -10.8113
H -4.4197 -8.3156 -8.7030
H -5.3528 -7.9808 -7.2360
H -5.5867 -7.0298 -8.7511
H -5.5286 -10.7414 -9.2548
H -7.1895 -10.9898 -8.8335
H -4.6102 -10.5536 -7.2535
H -5.7208 -11.8004 -7.0177
H -5.8985 -10.6686 -5.3919
O -8.1037 -16.2105 -6.7714
C -8.1022 -17.4534 -6.2411
O -8.5367 -18.4737 -6.7907
O -7.2966 -17.6401 -5.2920
H -7.4174 -16.1269 -6.1053

Atom charges from the Löwdin analysis, given in e for atoms 1 to 6: -0.050, -0.592, -0.065, -0.309, 0.054, 0.044

***

Q: total charge of number 2 (C4H8O2)?
A: 0

***

Q: Look up the total charge of the first one.
A: 0